{"formula": "C58H48IrN4O8", "method": "ωB97M-V/def2-TZVPD", "symbols": ["Ir", "C", "O", "C", "C", "C", "C", "C", "C", "C", "C", "C", "C", "C", "N", "C", "C", "C", "C", "C", "C", "C", "C", "C", "C", "O", "C", "C", "C", "C", "N", "C", "C", "C", "C", "C", "C", "O", "C", "C", "C", "C", "C", "C", "C", "N", "C", "C", "N", "C", "C", "C", "C", "O", "C", "C", "C", "H", "H", "H", "H", "H", "H", "H", "H", "H", "H", "H", "H", "H", "H", "H", "H", "H", "H", "H", "H", "H", "H", "H", "H", "H", "H", "H", "H", "H", "H", "H", "H", "H", "H", "H", "H", "C", "O", "C", "C", "C", "C", "C", "C", "O", "C", "O", "C", "H", "H", "H", "H", "H", "H", "H", "H", "H", "C", "O", "H", "H", "H"], "coordinates": [[-0.141, -0.242, -0.027], [5.193, 5.365, -6.203], [4.157, 5.723, -5.319], [3.625, 4.747, -4.531], [4.026, 3.415, -4.556], [3.417, 2.495, -3.723], [2.395, 2.867, -2.859], [1.998, 4.204, -2.840], [2.607, 5.134, -3.656], [1.691, 1.844, -2.060], [2.405, 1.097, -1.105], [3.807, 1.148, -0.923], [4.150, 0.059, -0.168], [2.947, -0.627, 0.136], [1.892, 0.046, -0.389], [2.914, -1.884, 0.797], [1.764, -2.473, 1.303], [1.722, -3.637, 2.150], [0.419, -3.851, 2.465], [-0.351, -2.863, 1.761], [-1.736, -2.859, 1.645], [-2.562, -3.854, 2.368], [-2.895, -5.037, 1.718], [-3.807, -5.921, 2.261], [-4.412, -5.631, 3.479], [-5.364, -6.407, 4.070], [-5.817, -7.540, 3.369], [-4.050, -4.465, 4.158], [-3.139, -3.589, 3.605], [-2.428, -2.151, 0.642], [-1.833, -1.350, -0.294], [-2.675, -1.264, -1.348], [-2.364, -0.714, -2.627], [-2.847, -1.503, -3.769], [-2.422, -2.835, -3.739], [-2.603, -3.681, -4.809], [-3.267, -3.227, -5.946], [-3.468, -3.982, -7.063], [-2.920, -5.280, -7.070], [-3.770, -1.925, -5.955], [-3.551, -1.072, -4.890], [-1.378, 0.254, -2.823], [-1.208, 1.076, -3.985], [-0.138, 1.880, -3.752], [0.412, 1.493, -2.489], [-0.383, 0.530, -1.937], [-3.885, -1.932, -1.047], [-3.746, -2.458, 0.214], [0.496, -2.032, 1.086], [4.170, -2.661, 0.648], [5.196, -2.778, 1.578], [6.363, -3.440, 1.250], [6.537, -4.005, -0.013], [7.734, -4.611, -0.254], [7.953, -5.126, -1.545], [5.499, -3.921, -0.935], [4.342, -3.247, -0.602], [5.505, 6.284, -6.695], [4.846, 4.653, -6.961], [6.048, 4.940, -5.667], [4.812, 3.082, -5.216], [3.727, 1.462, -3.770], [1.208, 4.512, -2.170], [2.311, 6.173, -3.638], [4.457, 1.897, -1.330], [5.127, -0.238, 0.160], [2.592, -4.178, 2.474], [-0.005, -4.621, 3.083], [-2.450, -5.256, 0.758], [-4.052, -6.822, 1.718], [-6.613, -7.967, 3.976], [-5.022, -8.281, 3.240], [-6.217, -7.273, 2.386], [-4.518, -4.258, 5.108], [-2.890, -2.673, 4.119], [-1.892, -3.198, -2.870], [-2.214, -4.686, -4.749], [-3.192, -5.716, -8.030], [-3.333, -5.893, -6.261], [-1.828, -5.253, -6.977], [-4.329, -1.598, -6.819], [-3.953, -0.071, -4.923], [-1.838, 1.056, -4.852], [0.290, 2.623, -4.397], [-4.730, -1.985, -1.708], [-4.462, -3.026, 0.775], [5.094, -2.324, 2.552], [7.170, -3.514, 1.962], [8.978, -5.494, -1.555], [7.847, -4.351, -2.313], [7.270, -5.954, -1.766], [5.574, -4.359, -1.917], [3.555, -3.157, -1.336], [-6.457, 3.732, -0.183], [-5.424, 4.688, -0.184], [-4.140, 4.254, -0.104], [-3.175, 5.283, -0.057], [-1.853, 4.963, 0.102], [-1.397, 3.642, 0.196], [-0.021, 3.315, 0.509], [0.861, 4.388, 1.135], [0.480, 2.206, 0.373], [-2.360, 2.559, 0.051], [-2.096, 1.339, 0.058], [-3.741, 2.945, -0.069], [-7.377, 4.291, -0.351], [-6.514, 3.214, 0.781], [-6.324, 2.998, -0.984], [-3.509, 6.306, -0.127], [-1.149, 5.780, 0.128], [0.713, 5.370, 0.699], [1.904, 4.090, 1.039], [0.619, 4.434, 2.197], [-4.442, 2.125, -0.089], [0.065, -0.159, 3.300], [-0.514, 0.235, 2.147], [1.165, -0.056, 3.268], [-0.146, -1.219, 3.540], [-0.310, 0.457, 4.135]], "forces_ev_per_a": [[0.062, -0.470, 2.133], [0.184, -0.073, -0.138], [-0.247, 0.019, 0.278], [-0.066, -0.051, 0.041], [0.231, 0.252, -0.195], [-0.185, 0.074, 0.114], [0.235, 0.085, -0.141], [0.125, -0.091, 0.017], [0.170, 0.111, -0.192], [0.129, -0.556, 0.354], [-0.855, 0.187, -0.582], [0.488, -0.441, 0.536], [0.090, 0.645, -0.518], [-0.304, -1.100, 0.566], [-0.547, 0.371, 0.072], [-0.130, 0.985, -0.312], [0.157, 0.127, -0.179], [-0.233, 0.166, -0.073], [0.186, 0.146, -0.169], [-0.287, 0.189, -0.211], [-0.238, 0.421, -0.444], [-0.046, -0.298, 0.011], [0.118, 0.180, 0.205], [-0.224, -0.314, 0.101], [0.016, 0.115, 0.039], [0.255, 0.344, 0.097], [-0.090, -0.234, -0.128], [-0.165, -0.233, 0.041], [0.055, -0.049, -0.067], [0.894, -0.169, 0.423], [0.264, 0.442, 0.354], [0.539, 0.595, -1.133], [0.070, 0.102, 1.249], [-0.294, -0.337, -0.253], [-0.032, 0.306, -0.066], [-0.104, -0.300, -0.349], [0.015, 0.042, 0.107], [-0.119, 0.405, 0.176], [0.092, -0.245, -0.001], [0.002, -0.180, -0.196], [0.001, -0.048, 0.059], [-0.085, -0.347, -0.009], [0.215, 0.047, 0.072], [-0.302, -0.240, -0.061], [0.232, -0.215, 0.194], [0.129, -0.117, 0.579], [-0.116, -0.550, 0.650], [-0.438, 0.385, -0.764], [-0.433, 1.065, -0.795], [0.065, -0.214, -0.004], [-0.124, 0.014, -0.062], [0.220, -0.116, -0.096], [-0.055, -0.001, 0.104], [-0.185, 0.205, 0.309], [0.056, -0.120, -0.271], [0.267, -0.154, -0.155], [-0.024, 0.049, 0.270], [-0.033, -0.048, 0.024], [0.026, 0.024, 0.066], [-0.046, 0.014, -0.039], [0.027, 0.000, -0.066], [0.006, -0.138, 0.019], [-0.146, 0.028, 0.071], [-0.037, 0.060, 0.000], [0.130, 0.155, -0.064], [0.183, -0.084, -0.020], [0.091, -0.114, 0.017], [-0.040, -0.101, 0.089], [0.032, 0.006, -0.104], [-0.023, -0.048, -0.005], [0.042, -0.015, -0.046], [-0.016, 0.028, 0.022], [0.002, 0.015, 0.040], [-0.036, 0.024, 0.070], [0.008, 0.115, 0.064], [0.071, -0.005, 0.063], [-0.011, -0.046, -0.020], [0.032, 0.011, 0.072], [0.012, 0.024, -0.089], [-0.098, 0.002, -0.017], [-0.024, 0.046, -0.080], [-0.003, 0.135, -0.015], [-0.090, -0.007, -0.159], [0.001, 0.127, -0.123], [-0.118, -0.072, -0.076], [-0.117, -0.080, 0.050], [-0.025, 0.045, 0.111], [0.120, -0.025, 0.089], [-0.084, 0.001, 0.005], [-0.012, -0.069, 0.077], [0.056, 0.077, -0.009], [0.102, -0.054, -0.078], [-0.088, 0.008, -0.061], [-0.106, -0.122, 0.002], [0.083, 0.151, -0.071], [0.445, -0.045, 0.056], [0.134, 0.161, 0.007], [-0.494, 0.297, -0.012], [0.061, -1.087, -0.114], [-0.413, 0.758, 0.096], [0.071, -0.247, -0.157], [0.343, -0.355, 0.255], [0.014, 1.558, -0.069], [0.358, -1.603, 0.027], [-0.191, -0.127, 0.085], [0.038, -0.090, 0.028], [0.024, -0.022, -0.088], [-0.024, 0.019, 0.043], [0.006, 0.100, -0.018], [0.093, 0.054, 0.097], [0.022, 0.097, 0.038], [-0.019, -0.016, -0.046], [-0.055, 0.104, 0.059], [-0.106, -0.069, -0.045], [1.251, -1.245, 0.553], [-0.953, 0.489, -2.333], [-0.065, 0.125, 0.210], [-0.007, 0.222, 0.247], [-0.038, 0.040, -0.316]], "lowdin_charge": [1.68, -0.09, -0.08, -0.27, -0.01, -0.03, -0.21, -0.01, 0.01, -0.06, -0.23, 0.02, 0.02, -0.22, -0.02, -0.06, -0.23, 0.03, 0.02, -0.26, -0.06, -0.23, -0.03, -0.01, -0.27, -0.08, -0.09, 0.01, -0.01, -0.20, -0.04, -0.25, -0.04, -0.19, -0.01, -0.01, -0.27, -0.08, -0.09, 0.01, -0.02, -0.21, 0.03, 0.04, -0.22, -0.02, 0.02, 0.03, 0.01, -0.22, -0.02, 0.00, -0.27, -0.08, -0.09, -0.01, -0.01, 0.09, 0.10, 0.09, 0.10, 0.13, 0.12, 0.12, 0.11, 0.12, 0.11, 0.12, 0.13, 0.10, 0.09, 0.09, 0.10, 0.12, 0.12, 0.13, 0.10, 0.09, 0.09, 0.10, 0.12, 0.12, 0.10, 0.12, 0.12, 0.12, 0.12, 0.12, 0.09, 0.10, 0.10, 0.10, 0.13, -0.09, -0.08, -0.30, -0.03, -0.05, -0.10, -0.38, 0.00, -0.05, -0.35, -0.09, 0.05, 0.09, 0.10, 0.09, 0.11, 0.10, 0.06, 0.08, 0.09, 0.10, -0.25, -0.27, 0.08, 0.06, 0.10], "spin_multiplicity": 2, "s_squared": 1.194, "total_energy_ev": -86098.75553, "homo_ev": [-6.650, -6.575], "de_lowest_ev": 6.034}